104
Properties=species:S:1:pos:R:3 method="wB97M-V/def2-TZVPD" homo_lumo_gap_ev=6.71 charge=-1
C 1.17089 3.00465 -0.41385
C 0.09297 2.12756 0.23550
O 0.57251 1.05101 0.94246
H 1.95275 3.24883 0.28381
H 0.74175 3.89124 -0.85752
H 1.57221 2.35382 -1.16543
H -0.57739 1.70541 -0.51404
H -0.48462 2.71801 0.92895
C -2.50380 3.99138 -0.90873
C -3.19483 2.70660 -0.68827
O -4.42104 2.82374 -1.33206
H -3.08866 4.83636 -0.53275
H -2.45127 4.16505 -1.99573
H -1.58762 3.97593 -0.43305
H -3.45004 2.57606 0.40162
H -2.63401 1.91063 -1.15784
H -4.28704 2.37703 -2.15112
C 2.61549 3.95290 4.30980
C 2.35220 3.21352 3.01644
O 1.29971 2.24807 3.23321
H 2.80000 3.34548 5.18762
H 1.73699 4.45275 4.61917
H 3.44788 4.63979 4.23418
H 3.24696 2.72114 2.71006
H 2.05127 3.85753 2.22646
H 0.96721 1.75146 2.42505
C -3.29722 2.67010 3.46925
C -1.82425 2.25496 3.77440
O -1.01327 3.29998 4.25500
H -3.77759 1.87336 2.90804
H -3.27958 3.53676 2.81887
H -3.76939 3.07458 4.35288
H -1.22257 2.04725 2.91231
H -1.77659 1.39409 4.42720
H -0.12404 3.14176 3.92589
C 4.62815 1.15092 0.55220
C 3.66757 0.13282 1.13358
O 2.72279 -0.20253 0.12115
H 5.28192 1.57455 1.36260
H 4.07422 1.96927 0.09868
H 5.20381 0.58347 -0.19567
H 3.06806 0.57973 1.97875
H 4.11796 -0.81861 1.52028
H 1.95586 0.36697 0.21441
C -2.44614 -2.82325 3.14405
C -1.68262 -1.67944 2.45043
C -0.75841 -0.97907 3.40024
C 0.46970 -1.86797 3.68102
C 1.25260 -2.19374 2.36066
C 0.32349 -2.95501 1.36792
N -0.89682 -2.14406 1.25849
O -0.95268 -1.39491 0.25092
C -0.04466 -4.34343 1.79999
C 1.08141 -3.13211 0.03090
C -2.69571 -0.66370 1.93236
H -1.85572 -3.44977 3.87647
H -2.97029 -3.39575 2.31822
H -3.23756 -2.27586 3.69666
H -1.34165 -0.82192 4.32530
H -0.47324 0.06149 3.01707
H 0.32940 -2.81613 4.23386
H 1.12442 -1.26507 4.28815
H 2.03154 -2.79890 2.62700
H 1.63801 -1.35103 1.88532
H -0.43825 -0.64428 0.58896
H -0.86700 -4.71804 1.21571
H -0.28499 -4.34700 2.83106
H 0.68421 -5.12549 1.66448
H 1.30460 -2.19237 -0.47722
H 0.41049 -3.62485 -0.63540
H 2.00974 -3.75477 0.09364
H -3.32077 -0.26143 2.69411
H -3.35239 -1.06320 1.15445
H -2.21318 0.21891 1.45842
C -0.43406 -0.10479 -2.47191
C 0.41080 -0.16197 -3.69377
C 1.78768 -0.82622 -3.35231
C 1.67402 -2.29626 -3.26914
C 1.10964 -2.85284 -4.53008
C -0.30635 -2.34026 -4.88360
N -0.29792 -0.88938 -4.74009
O -1.29757 -0.32398 -5.32198
C -1.49663 -2.99563 -4.14780
C -0.44444 -2.70883 -6.38299
C 0.74084 1.31253 -4.06642
H 0.26335 0.01908 -1.62187
H -0.93048 -1.01396 -2.25482
H -1.05801 0.74830 -2.46389
H 2.27300 -0.42634 -2.46288
H 2.52044 -0.50924 -4.08382
H 0.99142 -2.66171 -2.50755
H 2.65067 -2.77803 -3.23897
H 1.04251 -3.95722 -4.43532
H 1.69964 -2.57479 -5.37423
H -2.01440 -0.18481 -4.68106
H -1.50666 -2.84835 -3.11334
H -1.50087 -4.07748 -4.39901
H -2.42873 -2.56188 -4.50677
H 0.29152 -2.19449 -6.97396
H -1.43219 -2.42750 -6.78536
H -0.25980 -3.78649 -6.47769
H 1.38974 1.75823 -3.33298
H -0.16076 1.92492 -4.21782
H 1.31975 1.26618 -4.97555